Here is an isolated molecule of C5H6ClFO in a non-equilibrium geometry from OMol25. Energies are from wB97M-V/def2-TZVPD.

```
14
Properties=species:S:1:pos:R:3:forces:R:3:lowdin_charge:R:1
C 0.944895 0.983986 -0.653271 -1.35 -0.55 -0.12 -0.084
H 1.573537 1.593427 -0.042537 0.45 0.78 0.44 0.120
C -1.276647 -0.308620 -0.501932 -0.38 0.46 0.17 -0.550
C 0.914778 -1.006611 0.513104 1.11 -0.99 1.22 -0.176
C -0.460581 -0.463203 0.759729 0.65 0.68 -1.07 -0.171
H 0.900340 1.358371 -1.689887 0.15 -0.25 0.43 0.142
O 1.427197 -0.355223 -0.643069 -0.25 0.02 -0.16 -0.122
Cl -3.022063 -0.251534 -0.257260 0.14 0.13 -0.04 0.641
H 0.916120 -2.099538 0.348225 0.06 0.48 -0.27 0.132
H -1.045747 -0.791560 -1.448515 0.24 0.01 0.31 0.115
C -0.453469 0.863919 0.000051 0.16 -1.64 0.01 -0.407
H -0.961022 -0.617041 1.700473 -0.11 0.14 0.06 0.146
F -1.062450 1.943117 0.507241 -0.04 0.63 -0.08 0.070
H 1.605108 -0.849488 1.407645 -0.84 0.10 -0.89 0.143
```
Forces are in eV/Å.

## Properties
Orbital gap ... 11.03 eV
SMILES string ... F[C@@]12COC[C@@H]1[C@H]2Cl
HOMO energy ... -10.1 eV



Here is a cluster of 15 separate species, C10H50N20O15 in total in a non-equilibrium geometry from OMol25. Energies are from wB97M-V/def2-TZVPD.

```
95
Properties=species:S:1:pos:R:3:forces:R:3:lowdin_charge:R:1
O 1.680547 6.046501 1.158709 1.13 -0.98 -0.44 -0.021
H 3.632593 -0.179734 -1.115832 0.16 -0.07 -0.18 0.060
H -3.735437 1.958621 0.261333 -0.16 -0.55 -0.84 0.016
H 2.443322 -1.206056 -3.304047 -0.23 -0.05 0.07 0.046
N -1.764281 -0.347875 0.383957 0.71 0.58 -0.46 0.199
H 3.666758 1.639734 -3.971456 -0.05 -0.15 0.09 0.114
H -4.139958 -4.722683 1.647027 0.03 -0.18 -0.05 0.099
N 4.424575 -0.311446 -0.502572 -0.37 1.72 0.83 0.182
C 4.783617 0.744754 0.318987 0.64 -0.63 -1.04 -0.629
H -1.229725 -1.463948 -3.274131 0.13 0.16 0.43 0.085
H -4.431881 -0.118920 -0.640868 -0.36 -0.51 0.02 0.038
O 4.545239 -1.925203 -4.438377 -1.04 -0.64 0.08 -0.001
N -1.514038 -2.403734 -3.082951 -0.08 -0.50 -0.46 0.162
H 4.023921 4.222994 2.177147 0.28 0.27 0.43 0.088
H 3.429185 5.785184 2.818950 0.19 -0.15 0.21 0.107
C 2.766531 -0.515933 3.215770 -1.00 0.06 0.63 -0.660
N 2.097094 -0.329119 2.026760 0.83 0.72 0.29 0.175
H -0.681946 4.389082 0.153868 0.01 0.14 0.13 -0.007
H -5.010354 -1.349347 0.428564 -0.04 -0.12 -0.08 0.048
H -4.185715 2.482665 -1.123064 -0.01 -0.14 -0.04 0.060
N 2.454212 4.040937 0.315266 0.55 -0.23 -0.08 0.182
H 0.147698 2.081661 1.998415 -0.35 -0.01 0.21 0.015
C 1.985332 1.583249 -2.785398 0.13 0.59 -0.02 -0.584
C -1.487470 -3.322624 -4.100508 0.31 0.46 -0.30 -0.678
H -0.890995 -3.540310 -6.011716 -0.21 0.32 -0.22 0.098
H -0.886626 3.075989 2.551749 0.21 -0.32 0.05 0.055
H 1.088602 -0.471521 -1.076083 -0.48 0.01 0.04 0.066
H 4.944751 -1.162372 -0.483257 -0.03 -0.24 -0.12 0.100
O -0.235641 1.360760 0.189913 -0.17 -0.94 -1.11 -0.036
H -0.467813 1.960400 5.279395 0.07 -0.10 -0.29 0.067
H -0.965543 0.792546 3.496149 -0.48 -0.75 0.06 0.041
H -4.389559 2.308457 1.984698 0.10 -0.03 0.29 0.071
H -0.608860 -3.664914 0.517664 -0.15 0.09 -0.14 0.068
O 4.280229 1.884270 0.280072 0.23 -1.45 0.37 -0.026
H -1.666695 -2.752056 -2.147785 -0.23 0.27 -0.14 0.065
O -0.783216 5.289357 0.489177 0.62 -0.09 -0.09 -0.111
N -1.358900 -0.006351 4.014870 0.03 0.84 0.43 0.146
O -6.593664 -2.361849 -1.217514 0.40 0.55 -0.19 0.006
H -4.976933 -0.176549 -2.920567 0.21 0.09 0.49 0.081
N 0.206318 -0.756679 -0.652090 0.44 0.44 -0.30 0.168
O -0.727461 -3.475489 -0.425109 0.28 -0.29 0.19 -0.062
H 6.185954 1.150451 1.739413 -0.03 -0.06 0.00 0.104
H -5.429024 -2.890687 2.040348 -0.50 0.54 0.17 0.109
H 0.184794 2.058925 -1.860736 0.27 -0.06 0.18 0.081
H -0.017122 -3.962376 -0.867807 -0.20 -0.01 0.04 0.077
C -5.759840 -1.490897 -1.450952 -0.05 -0.16 0.25 -0.663
H 2.322087 -3.985611 -5.398509 -0.01 -0.34 -0.13 0.080
H 4.080074 -3.991386 -5.673715 -0.38 -0.20 -0.29 0.102
H 4.301222 0.281210 4.271180 -0.06 0.46 0.22 0.099
N 3.440337 5.039325 2.151861 -0.17 -0.39 -0.98 0.165
H 6.234183 -0.479206 1.189397 -0.06 -0.17 0.03 0.100
N 2.881092 2.173124 -3.641287 -0.19 -0.73 0.29 0.180
H 1.543742 -1.064278 1.632933 -0.11 -0.08 0.10 0.086
O -1.185416 -1.059551 6.063829 0.03 1.38 -0.75 -0.015
C -1.050305 -0.049705 5.354662 0.17 -1.28 0.42 -0.648
H 3.632618 1.317786 2.977778 0.46 0.28 0.25 0.075
N 3.243935 -3.634309 -5.244647 0.68 0.97 0.74 0.145
H 2.547003 0.329203 1.412491 -0.39 -0.17 -0.49 0.057
H -4.633976 -1.424913 2.759547 -0.78 -0.08 0.15 0.110
H 1.506282 -2.581953 -3.818583 -0.26 0.12 -0.02 0.060
H 0.769893 3.189896 -3.044108 -0.21 0.16 0.10 0.102
H 0.155871 5.608577 0.667287 -0.91 -0.25 -0.06 -0.009
N -0.547463 1.140836 5.851814 -0.27 0.00 -0.15 0.141
N -4.872547 -1.033847 -0.514947 0.34 0.30 -0.35 0.148
N -5.599257 -0.931508 -2.704476 -0.51 -0.15 -0.34 0.144
O -0.335311 2.319113 2.812670 0.25 0.68 -0.28 -0.078
O 2.157671 0.444010 -2.322649 0.04 0.72 -0.29 -0.057
H -2.497913 -4.686588 2.215545 -0.10 -0.21 -0.02 0.105
O -1.883324 -4.460184 -4.013716 0.04 -0.41 0.31 0.048
H -2.411654 0.219784 0.898494 0.12 0.10 0.01 0.060
N 2.398565 -2.157873 -3.644700 0.91 -0.19 -0.49 0.154
N -3.315004 -4.206081 1.885191 0.11 1.07 -0.15 0.167
O -2.452617 -2.348082 2.886492 -0.42 -0.44 -1.29 0.010
H -0.076841 1.169880 6.733432 -0.10 -0.37 0.16 0.089
N -0.881381 -2.862000 -5.269351 0.04 -0.32 0.65 0.130
N 3.715476 0.455519 3.479854 -0.52 -0.78 -0.61 0.146
H -3.720986 1.107328 2.655833 0.30 0.11 0.20 0.053
H 3.156406 3.290954 0.267315 -0.37 0.58 0.26 0.050
O 2.471643 -1.381741 4.015527 0.55 -0.35 -0.28 0.038
C 2.502548 5.098857 1.164540 -1.18 0.73 0.66 -0.618
N 0.933847 2.396876 -2.453620 0.34 -0.58 -0.23 0.182
H -6.397904 -0.978076 -3.313631 -0.01 -0.30 0.07 0.096
N -4.648826 -2.330294 2.328043 1.29 -0.49 -0.65 0.155
H 2.685723 3.036318 -4.106654 -0.05 0.17 0.03 0.098
H -1.739572 -0.833702 3.563226 0.42 0.23 0.32 0.032
C 3.466877 -2.525381 -4.449738 0.18 0.29 0.05 -0.651
C -0.571562 0.182223 -0.056887 -0.59 -0.14 1.45 -0.611
O -4.130204 1.674052 -0.600871 0.36 0.98 0.47 -0.080
O -3.542762 1.844367 2.056944 -0.38 0.09 0.00 -0.045
C -3.402745 -2.904978 2.335083 0.09 -0.68 1.76 -0.628
H -0.140189 -1.706978 -0.738839 0.26 0.29 0.06 0.043
H -0.854937 -1.878719 -5.461296 0.04 0.02 -0.32 0.085
H -1.985745 -1.300462 0.167347 -0.24 -0.08 0.12 0.071
N 5.847883 0.439041 1.117428 -0.18 0.80 -0.03 0.158
H 1.850889 4.091262 -0.478902 -0.32 0.20 -0.10 0.078
```
Forces are in eV/Å.

## Properties
Orbital gap ... 8.13 eV
HOMO energy ... -8.4 eV



Here is a cluster of 2 separate species, C5H13NOSi in total in a non-equilibrium geometry from OMol25. Energies are from wB97M-V/def2-TZVPD.

```
21
Properties=species:S:1:pos:R:3:forces:R:3:lowdin_spin:R:1
H -1.948698 1.295994 3.186314 0.11 0.14 -0.24 0.001
H 1.735622 0.382287 -2.569920 2.03 -0.42 -0.43 0.004
N -1.506596 1.977265 -0.873284 1.87 4.05 -4.26 0.482
H -2.563909 -0.760255 4.046889 -0.95 -0.29 -0.06 0.004
H 1.158743 1.056640 0.995415 -0.40 -0.84 -1.19 0.005
H 0.825465 -1.749193 -1.064628 -0.55 -0.09 0.47 0.001
H 0.351368 1.355812 -2.904371 0.07 0.64 -0.09 0.007
H 1.705041 1.758994 -0.412187 0.49 2.39 -1.22 0.002
C 0.705491 0.425093 -2.492726 -2.35 0.89 1.23 0.027
O -2.231771 2.902242 -0.820800 -3.51 2.65 1.11 0.647
C 1.360410 0.841973 -0.101187 1.36 -1.68 2.37 0.033
H -0.365896 -1.342736 0.217156 -0.46 -0.52 1.97 0.006
C -0.968901 0.961211 -0.630876 0.79 -5.66 3.75 0.594
H -0.837226 -1.416609 -1.433761 -1.43 -0.63 -0.93 0.004
Si -1.907987 -0.147064 2.898891 0.76 -0.40 -0.38 0.021
H -2.289064 -0.453245 1.430848 0.03 0.08 1.36 0.018
H 2.320664 0.228731 -0.119504 -1.40 0.20 -0.05 0.005
H 0.164267 -0.324525 -3.016985 0.07 -0.83 -0.79 0.002
C -0.077641 -1.174618 -0.760900 3.19 0.29 -1.38 0.026
H -0.567839 -0.739220 3.246373 -0.02 0.44 -0.61 0.000
C 0.273344 0.289371 -1.008139 0.28 -0.39 -0.62 0.112
```
Forces are in eV/Å.

## Properties
2S+1 ... 3
Orbital gap (spin up / spin down) ... 6.75 / 7.06 eV
HOMO energy (spin up / spin down) ... -5.9 / -9.6 eV



Here is a structure of composition C21H18F6N9O9S3Ti in a non-equilibrium geometry from OMol25. Energies are from wB97M-V/def2-TZVPD.

```
67
Properties=species:S:1:pos:R:3:forces:R:3:lowdin_charge:R:1
C 2.835662 -4.231333 -1.785912 0.02 -0.02 -0.01 -0.465
C 3.105723 1.512910 3.861595 0.05 0.08 0.18 0.055
H -0.436305 -4.011572 2.943349 0.02 -0.06 0.02 0.100
C 3.406874 1.324448 2.521557 -0.04 0.14 0.13 -0.084
C 1.782031 1.672923 4.244854 0.10 0.01 0.14 -0.010
C -2.865027 1.714995 1.092563 0.11 -0.12 0.07 -0.205
C 1.421424 -3.801502 -1.606400 0.24 -0.01 0.10 -0.054
C 2.370841 1.322620 1.618898 -0.19 -0.02 -0.19 -0.044
C -3.144394 0.271544 1.194613 0.08 -0.02 0.14 -0.232
H -4.253320 4.767788 0.819414 0.01 -0.02 0.02 0.128
H -2.057307 -4.137826 2.330596 -0.02 0.02 -0.01 0.116
C 0.796376 1.582174 3.290001 0.04 0.05 -0.29 -0.162
O 3.747895 -3.463198 -1.786239 0.03 0.03 -0.04 0.156
H 0.129637 -5.118441 -2.876680 -0.01 0.10 0.05 0.145
F 0.813282 1.584626 -5.428493 -0.01 0.00 -0.09 0.154
H -4.882141 2.353202 0.830179 0.05 0.05 -0.03 0.126
C 0.285375 -4.295081 -2.194564 -0.27 0.02 -0.05 -0.005
F -1.324564 3.666565 -1.856942 -0.11 0.06 0.00 0.150
H 3.908652 1.542250 4.589478 -0.03 0.01 -0.05 0.142
N -2.096524 -0.457256 1.372601 -0.89 -0.25 -0.24 -0.107
H -1.852238 5.386884 1.128031 -0.02 -0.04 0.01 0.127
C -1.205829 -2.298251 2.162980 -0.05 -0.17 0.13 -0.801
F -2.728698 2.158957 -2.496074 -0.05 0.00 -0.04 0.174
F -0.125668 -0.055096 -6.487691 0.00 -0.05 -0.19 0.171
C -3.850468 2.659816 0.938628 -0.25 0.19 0.01 0.028
O -1.280513 0.405019 -1.027626 0.01 0.13 -0.52 -0.371
F -1.129521 2.802690 -3.817338 0.02 0.04 -0.20 0.185
H 2.229897 -6.053932 -1.876650 -0.01 -0.02 0.05 0.107
S -0.320594 1.271878 -1.790484 -0.03 0.26 -0.38 0.707
O 3.047979 -5.552941 -1.970344 -0.10 0.05 -0.04 0.135
H -0.179862 3.570792 1.325966 0.04 -0.02 -0.05 0.126
C 0.655409 0.268679 -5.473311 0.09 0.05 0.25 -0.694
C -4.528296 -0.262908 1.158954 -0.14 0.13 0.05 0.011
N -2.274247 -1.796328 1.605479 0.11 0.25 -0.17 0.024
C -1.476465 2.558122 -2.581421 0.22 -0.07 0.29 -0.661
C 1.712894 -1.668341 -0.115579 -0.05 0.26 -0.34 -0.460
H -4.519031 -1.327628 1.350631 -0.02 -0.05 -0.01 0.075
C 0.965886 -2.663806 -0.902570 0.19 0.35 0.08 -0.159
O 5.679942 1.941755 2.508781 -0.05 -0.16 -0.01 0.087
O 0.133514 -1.719799 -3.834779 0.21 0.14 0.03 -0.236
N 0.590821 0.571714 -2.806896 -0.57 -0.05 0.02 -0.239
N 1.074226 1.393620 1.984610 0.56 0.20 0.43 -0.084
H -0.246940 1.637958 3.556754 -0.13 -0.03 0.02 0.116
S -0.181790 -0.335282 -3.938457 -0.53 0.26 -0.08 0.665
H 2.567555 1.252410 0.561871 -0.02 -0.12 -0.09 0.132
H 1.509963 1.827801 5.280300 0.02 0.00 -0.05 0.125
N -0.328503 -2.483361 -1.037796 -0.39 -0.14 -0.15 0.131
O 1.076440 -0.447167 -0.045524 1.00 -1.29 -0.69 -0.261
O 0.430177 2.014802 -0.773495 0.10 -0.36 -0.22 -0.308
O 2.778778 -1.841037 0.377808 0.37 0.21 0.37 0.157
C 4.838009 1.182500 2.074691 0.13 0.00 -0.04 -0.500
H -5.158731 0.233956 1.900603 0.03 -0.01 -0.05 0.103
Ti -0.282827 0.344244 0.736335 0.25 -0.30 2.03 0.988
O -1.561558 0.074882 -4.029662 0.38 -0.15 0.07 -0.269
N 5.059488 0.180957 1.195358 0.00 0.16 0.02 0.210
F 1.832437 -0.319210 -5.593683 0.06 0.03 -0.06 0.171
H 6.002691 0.034299 0.874210 0.00 0.02 0.00 0.128
H -1.681177 -3.508265 -2.130966 -0.04 -0.02 0.00 0.172
N -1.563908 2.053678 1.224288 -0.32 0.37 -0.13 0.018
N -0.726183 -3.481188 -1.817213 0.01 -0.27 0.10 0.031
H -4.961160 -0.076613 0.170794 0.02 0.00 0.06 0.110
C -1.232219 3.345407 1.228075 0.10 -0.19 0.08 -0.092
C -2.170476 4.353603 1.110498 -0.05 0.13 0.00 -0.014
C -3.495911 4.004956 0.944441 -0.09 0.01 -0.03 -0.002
N -1.217563 -3.601031 2.466876 0.19 0.02 0.08 0.121
H 4.349310 -0.489745 0.938066 -0.02 -0.03 0.03 0.077
S 0.200773 -1.349288 2.568066 -0.37 0.21 -0.48 0.836
```
Forces are in eV/Å.

## Properties
Total charge ... +1
Orbital gap ... 7.10 eV
HOMO energy ... -11.7 eV



Here is a cluster of 2 separate species, CH8N2S in total in a non-equilibrium geometry from OMol25. Energies are from wB97M-V/def2-TZVPD.

```
12
Properties=species:S:1:pos:R:3:forces:R:3:lowdin_charge:R:1
H -3.425229 0.776848 0.987734 -0.15 -0.31 0.04 0.053
N -2.489921 0.682523 1.350071 -0.41 0.78 -0.34 -0.014
S 2.402418 -0.163434 -0.758050 0.06 0.00 0.05 0.471
H -2.452989 -0.061067 2.025180 0.05 -0.22 0.00 0.055
C -1.506110 0.558411 0.292528 0.77 -0.46 1.01 -0.388
H -0.913092 -0.975730 -1.035195 0.08 0.32 -0.16 0.043
H -0.726499 -1.366306 0.537874 0.13 0.22 0.15 0.052
H -0.602426 0.991377 0.737901 0.20 0.20 -0.43 0.088
H 3.076232 0.677637 0.035760 -0.05 0.05 0.01 -0.223
H -1.803426 1.129412 -0.577888 -0.08 0.18 -0.03 0.109
H 3.473556 -0.956978 -0.874989 -0.01 -0.05 -0.05 -0.228
N -1.264776 -0.811284 -0.108242 -0.60 -0.70 -0.26 -0.018
```
Forces are in eV/Å.

## Properties
Orbital gap ... 9.80 eV
SMILES string ... NCN.S
HOMO energy ... -9.0 eV



Here is a cluster of 2 separate species, C2H6P2S2 in total in a non-equilibrium geometry from OMol25. Energies are from wB97M-V/def2-TZVPD.

```
12
Properties=species:S:1:pos:R:3:forces:R:3:lowdin_charge:R:1
C -0.492060 -1.975063 -0.507164 2.63 0.25 -0.45 -0.504
H 1.441425 0.163929 1.658671 1.73 0.24 -0.99 0.001
H -0.031840 -2.846596 -1.083241 -1.35 0.92 0.93 0.023
P 1.501787 0.978643 -0.558911 0.32 1.12 -0.99 0.699
H 2.598798 1.744137 -1.259975 -0.66 -1.04 0.82 -0.120
H 0.357756 -1.275706 -0.232378 -1.30 -0.86 -0.15 -0.094
C 2.187792 0.538780 0.874120 1.54 0.65 0.72 -0.499
S -3.512612 1.395366 0.310948 -0.96 -0.18 0.41 0.192
S -1.947992 0.188085 0.904835 0.59 0.40 -0.43 -0.052
H -3.375876 1.958980 -0.918365 0.91 -0.50 0.14 -0.189
H 3.343230 0.760911 1.024916 -2.80 -0.71 0.39 0.033
P -2.070412 -1.631470 -0.213457 -0.65 -0.29 -0.39 0.511
```
Forces are in eV/Å.

## Properties
Orbital gap ... 8.64 eV
SMILES string ... C=PSS.C=P
HOMO energy ... -8.8 eV



Here is a cluster of 2 separate species, C2H4N2O2 in total in a non-equilibrium geometry from OMol25. Energies are from wB97M-V/def2-TZVPD.

```
10
Properties=species:S:1:pos:R:3:forces:R:3:lowdin_charge:R:1
H -0.614066 2.187574 0.924310 0.48 -0.62 -1.37 0.064
H 1.094774 -0.026371 -1.179405 0.18 -0.24 -1.20 0.029
N 1.029223 -0.435285 -0.268064 -0.60 0.52 0.52 0.026
C -0.200121 1.626850 0.035780 -0.91 1.75 0.06 -0.041
N 0.355187 0.481298 0.380273 0.85 0.35 -0.30 -0.245
O 3.658036 -0.909591 0.914606 0.85 1.11 0.36 0.186
O 3.121566 -3.084196 0.358710 0.47 0.26 -0.01 0.185
H 0.419219 0.307954 1.384208 -0.59 0.07 -0.17 0.149
H -0.284138 2.142408 -1.028890 0.49 -1.87 2.39 0.107
C 3.433133 -1.994955 0.623706 -1.21 -1.33 -0.27 -0.461
```
Forces are in eV/Å.

## Properties
Orbital gap (spin up / spin down) ... 8.79 / 8.79 eV
HOMO energy (spin up / spin down) ... -8.1 / -8.1 eV



Computed relative energy (zero: lowest compared OMol25 entry of this formula, charge and spin), in the same sequence as the records: 73.1 0.0 435.4 26.1 28.7 258.7 313.9 kJ/mol.